Record 1
A molecular structure, C52H47As2CsN6O10P at a distorted geometry. Source: the Open Molecules 2025 dataset; level of theory: ωB97M-V with the def2-TZVPD basis set.

Each line ends with the Löwdin charge.
CARTESIAN COORDINATES (ANGSTROEM)
Cs -0.112 0.117 -0.516  1.53
C 2.150 -1.885 3.378  -0.11
C 1.325 -1.724 2.270  -0.11
N 1.696 -0.978 1.244  -0.02
C 2.904 -0.419 1.272  -0.21
C 3.755 -0.664 2.357  -0.07
N 3.370 -1.368 3.407  0.08
C 3.287 0.453 0.146  -0.25
C 4.631 0.607 -0.164  0.00
C 4.978 1.561 -1.137  -0.17
C 3.966 2.175 -1.838  0.03
C 2.611 1.867 -1.559  -0.27
N 2.309 1.078 -0.502  -0.04
C 1.557 2.412 -2.344  -0.20
C 1.727 2.812 -3.672  -0.13
N 0.766 2.929 -4.557  0.03
C -0.450 2.468 -4.140  -0.17
C -0.742 2.215 -2.851  -0.13
N 0.214 2.483 -1.862  -0.19
C 6.363 1.997 -1.307  -0.17
C 6.877 2.357 -2.552  -0.01
C 8.160 2.865 -2.624  -0.15
N 8.946 3.033 -1.572  0.04
C 8.469 2.673 -0.390  -0.16
C 7.202 2.155 -0.202  -0.01
H 1.845 -2.449 4.249  0.11
H 0.349 -2.187 2.216  0.09
H 4.765 -0.277 2.406  0.11
H 5.396 0.029 0.328  0.10
H 4.200 2.962 -2.537  0.12
H 2.724 2.980 -4.063  0.10
H -1.172 2.303 -4.929  0.10
H -1.710 1.846 -2.547  0.09
H 6.281 2.241 -3.443  0.11
H 8.586 3.171 -3.572  0.10
H 9.136 2.827 0.450  0.10
H 6.849 1.912 0.789  0.11
O -2.668 -3.069 -1.997  -0.02
C -1.604 -2.489 -2.183  -0.77
O -1.329 -1.297 -1.862  -0.58
C -0.417 -3.220 -2.849  -0.23
P 0.982 -2.170 -2.277  0.99
C 2.396 -3.345 -2.558  -0.37
C 2.643 -4.013 -3.753  -0.09
C 3.749 -4.834 -3.886  -0.09
C 4.634 -4.984 -2.830  -0.11
C 4.393 -4.335 -1.632  -0.09
C 3.281 -3.522 -1.501  -0.11
C 1.401 -1.134 -3.727  -0.36
C 0.555 -0.822 -4.782  -0.08
C 1.013 -0.060 -5.844  -0.09
C 2.308 0.428 -5.849  -0.10
C 3.143 0.169 -4.772  -0.09
C 2.690 -0.602 -3.723  -0.11
H -0.518 -3.254 -3.937  0.08
H -0.318 -4.243 -2.477  0.09
H 1.968 -3.872 -4.586  0.11
H 3.927 -5.356 -4.818  0.10
H 5.512 -5.605 -2.950  0.09
H 5.077 -4.463 -0.803  0.10
H 3.089 -2.998 -0.573  0.08
H -0.470 -1.166 -4.771  0.10
H 0.353 0.166 -6.672  0.10
H 2.661 1.018 -6.682  0.10
H 4.147 0.572 -4.746  0.10
H 3.340 -0.818 -2.885  0.10
C -4.891 -3.773 2.051  -0.04
O -3.524 -3.842 2.407  0.01
C -2.881 -2.742 2.769  -0.56
O -1.702 -2.798 3.051  0.09
C -3.526 -1.405 2.737  -0.23
C -4.194 -0.908 3.787  -0.24
As -4.712 0.981 4.194  1.38
C -6.651 0.681 4.547  -0.28
C -4.556 1.301 2.285  -0.28
C -3.232 1.198 1.906  -0.30
As -2.664 -0.505 1.140  1.28
C -4.034 -0.917 -0.188  -0.25
C -2.245 1.773 2.801  -0.60
O -2.462 2.666 3.604  0.03
O -1.005 1.247 2.640  -0.12
C -0.015 1.794 3.494  -0.03
C -5.615 1.092 1.327  -0.54
O -5.679 1.611 0.232  0.12
O -6.613 0.283 1.796  -0.12
C -7.701 0.066 0.924  -0.05
C -4.500 -1.740 4.959  -0.51
O -4.756 -2.921 4.975  0.12
O -4.504 -0.979 6.078  -0.13
C -4.793 -1.644 7.293  -0.05
H -5.124 -4.727 1.584  0.10
H -5.073 -2.967 1.339  0.08
H -5.505 -3.633 2.943  0.08
H -6.789 0.697 5.630  0.01
H -7.010 -0.263 4.152  0.02
H -7.235 1.492 4.115  0.03
H -5.045 -1.033 0.199  0.01
H -3.720 -1.827 -0.708  0.01
H -4.016 -0.109 -0.920  0.05
H 0.855 1.145 3.444  0.09
H -0.394 1.846 4.518  0.10
H 0.252 2.800 3.166  0.08
H -8.389 -0.597 1.447  0.09
H -7.364 -0.402 -0.006  0.10
H -8.192 1.010 0.678  0.10
H -5.059 -0.873 8.011  0.09
H -3.919 -2.197 7.642  0.10
H -5.619 -2.344 7.151  0.09
C -0.754 4.580 1.635  -0.13
C -1.752 4.054 0.827  -0.10
C -1.440 3.359 -0.323  -0.05
C -0.103 3.172 -0.713  -0.30
C 0.893 3.755 0.088  -0.01
C 0.568 4.441 1.239  -0.10
H -1.007 5.087 2.554  0.10
H -2.788 4.192 1.104  0.11
H -2.246 2.990 -0.940  0.10
H 1.926 3.696 -0.215  0.10
H 1.355 4.879 1.841  0.10

Values from the calculation:
HOMO energy = -3.343 eV
LUMO = 0.69 eV
charge = -1

Record 2
A molecular structure, C52H47BrCoF4N2OPSSeSi at a distorted geometry. Source: the Open Molecules 2025 dataset; level of theory: ωB97M-V with the def2-TZVPD basis set.

Each line ends with the Löwdin charge.
CARTESIAN COORDINATES (ANGSTROEM)
Co -0.226 0.559 -0.245  0.12
F -1.131 -7.007 2.216  0.14
C -1.225 -5.740 1.822  -0.13
C -2.338 -4.983 2.152  -0.13
F -3.334 -5.532 2.849  0.13
C -2.435 -3.662 1.740  -0.20
F -3.582 -3.046 2.047  0.10
C -1.425 -3.037 1.009  -0.27
P -1.518 -1.256 0.442  1.05
C -2.567 -0.608 1.785  -0.39
C -2.097 -0.825 3.080  -0.10
C -2.823 -0.389 4.171  -0.07
C -4.013 0.294 3.974  -0.08
C -4.445 0.582 2.691  -0.07
C -3.728 0.133 1.595  -0.16
C -2.590 -1.574 -1.007  -0.36
C -3.956 -1.827 -0.933  -0.08
C -4.691 -1.973 -2.098  -0.07
C -4.065 -1.901 -3.333  -0.08
C -2.696 -1.698 -3.411  -0.08
C -1.961 -1.525 -2.251  -0.13
C -0.333 -3.831 0.647  -0.55
Br 0.994 -3.137 -0.488  0.97
C -0.230 -5.156 1.050  -0.25
F 0.818 -5.895 0.688  0.09
H -1.169 -1.366 3.224  0.11
H -2.463 -0.584 5.171  0.11
H -4.601 0.603 4.826  0.10
H -5.348 1.157 2.537  0.11
H -4.080 0.355 0.595  0.06
H -4.451 -1.895 0.025  0.10
H -5.758 -2.140 -2.039  0.11
H -4.647 -2.008 -4.237  0.10
H -2.203 -1.670 -4.373  0.11
H -0.890 -1.349 -2.299  0.08
S 1.895 2.648 -1.535  0.96
C 0.465 2.064 -1.106  -0.63
C -0.467 6.499 2.778  -0.11
C -1.731 5.909 2.160  -0.26
C -1.619 5.648 0.661  -0.18
C -0.505 4.665 0.301  -0.17
N -0.607 4.280 -1.086  -0.04
C -0.790 2.926 -1.495  -0.79
Se -2.168 1.889 -0.565  0.88
N -0.864 3.006 -2.922  -0.03
C -1.036 1.840 -3.754  -0.16
C -2.189 2.022 -4.743  -0.18
C -3.530 2.232 -4.045  -0.27
C -4.646 2.515 -5.043  -0.11
C -0.194 4.141 -3.291  -0.18
C 0.302 4.547 -4.518  0.00
C 0.991 5.751 -4.565  -0.07
C 1.164 6.531 -3.424  -0.07
C 0.647 6.149 -2.194  0.00
C -0.028 4.941 -2.133  -0.19
H -0.652 6.790 3.811  0.07
H -0.142 7.383 2.231  0.07
H 0.344 5.773 2.771  0.06
H -2.559 6.602 2.321  0.11
H -1.981 4.973 2.665  0.11
H -1.455 6.589 0.130  0.11
H -2.561 5.219 0.313  0.11
H -0.607 3.760 0.908  0.11
H 0.486 5.095 0.476  0.13
H -1.255 0.997 -3.093  0.08
H -0.103 1.626 -4.288  0.14
H -2.235 1.138 -5.383  0.12
H -1.981 2.883 -5.382  0.10
H -3.446 3.068 -3.346  0.10
H -3.775 1.345 -3.458  0.09
H -4.426 3.405 -5.631  0.07
H -5.592 2.672 -4.529  0.07
H -4.767 1.678 -5.729  0.07
H 0.185 3.934 -5.399  0.11
H 1.409 6.083 -5.506  0.11
H 1.723 7.454 -3.490  0.11
H 0.787 6.759 -1.313  0.11
O 1.460 -0.064 0.157  -0.45
Si 3.047 -0.048 0.063  0.41
C 3.781 -1.484 1.054  -0.24
C 3.160 -2.014 2.177  -0.11
C 3.765 -3.015 2.919  -0.09
C 5.008 -3.501 2.545  -0.10
C 5.644 -2.975 1.432  -0.09
C 5.033 -1.973 0.697  -0.10
C 3.885 1.468 0.861  -0.24
C 3.169 2.457 1.526  -0.13
C 3.804 3.588 2.015  -0.10
C 5.168 3.753 1.833  -0.10
C 5.898 2.765 1.192  -0.09
C 5.263 1.626 0.729  -0.10
C 3.769 -0.235 -1.699  -0.23
C 4.464 0.787 -2.343  -0.15
C 5.037 0.602 -3.591  -0.09
C 4.940 -0.627 -4.224  -0.10
C 4.255 -1.658 -3.603  -0.09
C 3.675 -1.457 -2.360  -0.11
H 2.189 -1.632 2.468  0.10
H 3.274 -3.419 3.795  0.10
H 5.485 -4.281 3.123  0.10
H 6.615 -3.346 1.134  0.10
H 5.532 -1.571 -0.175  0.10
H 2.097 2.342 1.640  0.09
H 3.237 4.353 2.530  0.09
H 5.663 4.647 2.190  0.10
H 6.961 2.891 1.034  0.10
H 5.844 0.852 0.245  0.10
H 4.570 1.748 -1.862  0.07
H 5.570 1.417 -4.063  0.10
H 5.410 -0.782 -5.186  0.10
H 4.183 -2.625 -4.084  0.10
H 3.145 -2.272 -1.883  0.04

Values from the calculation:
HOMO energy (alpha / beta) = -7.184 / -7.973 eV
LUMO (alpha / beta) = -0.33 / -2.04 eV
expectation value of S² = 2.0405
multiplicity = 3

Record 3
A molecular structure, C52H48EuN9O6PS2 at a distorted geometry. Source: the Open Molecules 2025 dataset; level of theory: ωB97M-V with the def2-TZVPD basis set.

Each line ends with the Löwdin charge.
CARTESIAN COORDINATES (ANGSTROEM)
Eu -0.066 0.820 0.458  1.81
C 4.659 2.894 -2.716  -0.04
N 3.377 2.237 -2.482  -0.13
C 2.537 1.709 -3.454  -0.04
C 1.479 1.103 -2.806  -0.15
N 1.620 1.284 -1.492  -0.03
C 2.784 1.886 -1.271  -0.42
P 3.541 2.536 0.257  1.18
C 2.194 3.563 0.835  -0.49
N 0.939 3.335 0.483  -0.01
C 0.237 4.427 0.822  -0.15
C 1.060 5.350 1.293  -0.08
N 2.330 4.850 1.255  -0.12
C 3.445 5.511 1.899  -0.02
C 3.237 1.051 1.284  -0.44
N 2.155 0.289 1.488  -0.03
C 2.449 -0.447 2.595  -0.13
C 3.702 -0.132 3.094  -0.03
N 4.223 0.790 2.209  -0.12
C 5.398 1.635 2.516  -0.04
H 4.649 3.988 -2.632  0.09
H 4.979 2.519 -3.693  0.09
H 5.354 2.558 -1.918  0.07
H 2.933 1.684 -4.451  0.12
H 0.602 0.621 -3.259  0.10
H -0.871 4.623 0.682  0.14
H 0.894 6.391 1.557  0.13
H 4.436 5.010 1.701  0.09
H 3.227 5.470 3.013  0.12
H 3.449 6.527 1.631  0.07
H 1.793 -1.238 2.955  0.07
H 4.301 -0.635 3.844  0.13
H 5.050 2.505 3.061  0.09
H 5.951 1.816 1.614  0.06
H 6.106 1.095 3.208  0.11
O 0.459 -1.167 -0.771  -0.36
O -0.117 -1.476 -2.098  -0.35
N -3.951 0.574 0.942  0.14
C -2.805 0.706 0.868  -0.09
H -4.949 0.617 1.170  0.12
C 1.994 -7.059 3.290  -0.07
C 1.349 -5.732 3.280  -0.26
C 1.175 -5.029 2.069  -0.02
C 0.546 -3.782 2.006  -0.05
C 0.145 -3.202 3.212  -0.38
C 0.296 -3.858 4.430  -0.10
C 0.825 -5.121 4.474  -0.02
S -0.723 -1.620 3.315  0.99
C -2.380 -2.280 3.333  -0.18
O -0.709 -1.151 1.851  -0.66
H 2.243 -7.428 2.264  0.09
H 1.307 -7.780 3.821  0.10
H 2.909 -7.066 3.907  0.09
H 1.444 -5.584 1.144  0.12
H 0.426 -3.387 1.063  0.05
H 0.031 -3.398 5.355  0.11
H 0.811 -5.649 5.448  0.13
H -2.383 -2.830 2.390  0.06
H -2.922 -1.303 3.308  0.05
H -2.538 -2.885 4.173  0.05
O 1.931 2.731 3.369  0.03
C 0.871 2.203 3.723  -0.41
N -0.072 1.593 2.934  0.05
C -1.121 1.265 3.787  -0.47
O -2.197 0.720 3.490  -0.06
C -0.757 1.573 5.176  -0.15
C -1.485 1.434 6.295  -0.01
C -0.974 1.912 7.477  -0.07
C 0.261 2.485 7.465  -0.07
C 0.973 2.729 6.297  0.02
C 0.461 2.149 5.177  -0.09
H -2.491 0.951 6.254  0.14
H -1.470 1.807 8.443  0.12
H 0.692 2.746 8.423  0.11
H 1.843 3.291 6.356  0.10
N -2.237 5.866 -8.268  0.16
C -2.323 5.407 -7.205  -0.19
C -2.188 4.761 -5.946  -0.23
C -0.928 4.398 -5.482  -0.06
C -0.738 3.712 -4.305  -0.03
C -1.848 3.299 -3.488  -0.23
C -3.161 3.781 -3.948  -0.06
C -3.299 4.563 -5.033  -0.05
C -1.693 2.402 -2.387  -0.16
C -1.247 1.717 -1.463  -0.19
H -0.020 4.618 -6.029  0.12
H 0.255 3.541 -3.811  0.12
H -4.051 3.457 -3.265  0.15
H -4.257 4.989 -5.356  0.12
O -2.437 -1.231 -1.359  -0.28
S -1.448 -2.080 -1.952  0.79
C -1.756 -2.497 -3.643  -0.16
C -1.691 -1.328 -4.622  -0.24
C -0.502 -1.073 -5.335  -0.04
C -0.378 0.050 -6.134  -0.06
C -1.484 0.857 -6.275  -0.07
C -2.617 0.653 -5.534  -0.07
C -2.717 -0.419 -4.705  -0.05
C -1.211 -3.594 -1.019  -0.16
C -2.179 -4.748 -1.328  -0.25
C -3.537 -4.481 -1.032  -0.04
C -4.497 -5.423 -1.331  -0.04
C -4.058 -6.623 -1.921  -0.09
C -2.782 -6.872 -2.271  -0.06
C -1.811 -5.868 -2.015  -0.03
H -2.770 -2.938 -3.580  0.13
H -1.000 -3.298 -3.884  0.14
H 0.329 -1.766 -5.195  0.12
H 0.511 0.231 -6.706  0.11
H -1.427 1.786 -6.824  0.11
H -3.449 1.339 -5.499  0.11
H -3.648 -0.621 -4.168  0.13
H -1.268 -3.207 -0.016  0.07
H -0.136 -3.828 -1.225  0.13
H -3.731 -3.535 -0.616  0.10
H -5.546 -5.176 -1.099  0.12
H -4.821 -7.386 -2.053  0.11
H -2.489 -7.775 -2.716  0.10
H -0.817 -5.981 -2.456  0.12

Values from the calculation:
HOMO energy (alpha / beta) = -9.544 / -9.557 eV
relative energy (zero: lowest compared OMol25 entry of this formula, charge and spin) = 45.0 kcal/mol
LUMO (alpha / beta) = -2.11 / -1.58 eV
expectation value of S² = 12.0082
charge = +1
multiplicity = 7

Record 4
A molecular structure, C52H48N3OP2RbS at a distorted geometry. Source: the Open Molecules 2025 dataset; level of theory: ωB97M-V with the def2-TZVPD basis set.

Each line ends with the Löwdin charge.
CARTESIAN COORDINATES (ANGSTROEM)
Rb -0.382 0.238 -0.315  0.92
O 3.034 0.800 -1.471  -0.47
S 2.612 0.267 -0.167  0.76
C 3.702 -1.126 0.186  -0.36
C 5.079 -0.993 0.163  -0.08
C 5.877 -2.089 0.439  -0.06
C 5.288 -3.320 0.692  -0.05
C 3.913 -3.464 0.646  -0.09
C 3.094 -2.362 0.398  -0.35
P 1.262 -2.475 0.264  1.05
C 1.130 -4.234 -0.255  -0.37
C 0.359 -5.166 0.434  -0.07
C 0.308 -6.481 0.008  -0.07
C 1.010 -6.877 -1.118  -0.09
C 1.738 -5.944 -1.839  -0.08
C 1.792 -4.630 -1.416  -0.11
C 0.753 -2.748 2.003  -0.39
C -0.605 -2.588 2.268  -0.12
C -1.135 -3.012 3.474  -0.06
C -0.309 -3.581 4.430  -0.08
C 1.052 -3.702 4.187  -0.08
C 1.585 -3.289 2.978  -0.09
C 3.243 1.462 1.046  -0.36
C 4.131 1.214 2.076  -0.06
C 4.484 2.243 2.934  -0.06
C 3.950 3.511 2.764  -0.06
C 3.010 3.740 1.774  -0.06
C 2.638 2.715 0.914  -0.38
P 1.317 2.859 -0.345  1.02
C 0.449 4.386 0.200  -0.35
C -0.464 4.253 1.245  -0.09
C -1.210 5.332 1.679  -0.07
C -1.053 6.568 1.074  -0.08
C -0.178 6.700 0.010  -0.08
C 0.563 5.619 -0.435  -0.07
C 2.253 3.548 -1.744  -0.40
C 3.543 4.056 -1.670  -0.07
C 4.104 4.667 -2.778  -0.07
C 3.382 4.780 -3.957  -0.08
C 2.107 4.245 -4.043  -0.08
C 1.549 3.627 -2.941  -0.11
H 5.509 -0.032 -0.075  0.12
H 6.951 -1.989 0.442  0.11
H 5.906 -4.181 0.903  0.11
H 3.470 -4.440 0.776  0.11
H -0.197 -4.873 1.311  0.10
H -0.277 -7.200 0.563  0.11
H 0.986 -7.908 -1.436  0.10
H 2.268 -6.244 -2.730  0.10
H 2.363 -3.898 -1.974  0.11
H -1.247 -2.133 1.526  0.07
H -2.190 -2.894 3.668  0.12
H -0.720 -3.924 5.367  0.11
H 1.700 -4.132 4.937  0.10
H 2.646 -3.397 2.796  0.10
H 4.548 0.228 2.227  0.11
H 5.178 2.048 3.736  0.11
H 4.258 4.315 3.412  0.11
H 2.552 4.713 1.669  0.11
H -0.603 3.288 1.711  0.08
H -1.924 5.200 2.477  0.11
H -1.623 7.419 1.414  0.10
H -0.070 7.655 -0.482  0.10
H 1.233 5.743 -1.275  0.10
H 4.109 3.979 -0.752  0.10
H 5.106 5.068 -2.717  0.10
H 3.814 5.282 -4.810  0.10
H 1.544 4.316 -4.962  0.10
H 0.546 3.216 -2.981  0.11
C -2.064 -0.842 -2.635  -0.14
N -2.449 -0.963 -1.239  -0.39
C -2.929 -2.297 -0.941  -0.08
C -3.335 0.079 -0.779  -0.26
C -4.296 0.598 -1.631  -0.05
C -5.084 1.685 -1.291  -0.11
C -4.870 2.292 -0.061  -0.10
C -3.958 1.766 0.821  -0.05
C -3.206 0.592 0.548  -0.32
N -2.360 0.045 1.452  -0.06
C -2.618 0.216 2.784  -0.26
C -3.941 0.262 3.273  -0.05
C -4.249 0.474 4.597  -0.11
C -3.227 0.653 5.513  -0.12
C -1.917 0.515 5.087  -0.05
C -1.584 0.261 3.765  -0.18
N -0.233 0.001 3.403  -0.18
C 0.693 -0.287 4.470  -0.09
C 0.364 0.902 2.456  -0.17
H -2.829 -1.225 -3.329  0.09
H -1.145 -1.417 -2.812  0.08
H -1.886 0.210 -2.879  0.09
H -3.793 -2.577 -1.566  0.09
H -3.232 -2.332 0.101  0.09
H -2.132 -3.028 -1.109  0.08
H -4.457 0.134 -2.594  0.11
H -5.837 2.054 -1.973  0.09
H -5.434 3.173 0.215  0.10
H -3.805 2.251 1.779  0.11
H -4.744 0.120 2.564  0.11
H -5.283 0.502 4.915  0.10
H -3.438 0.884 6.546  0.09
H -1.131 0.622 5.821  0.09
H 0.957 0.602 5.066  0.09
H 1.619 -0.673 4.037  0.08
H 0.271 -1.052 5.118  0.08
H 0.807 1.788 2.950  0.11
H -0.397 1.218 1.748  -0.02
H 1.159 0.375 1.915  0.03

Values from the calculation:
HOMO energy = -5.664 eV
LUMO = 0.06 eV